C14H20N5O5 | ωB97M-V with the def2-TZVPD basis set

Geometry as XYZ:
```
44
C14H20N5O5 | the OMol25 dataset | ωB97M-V with the def2-TZVPD basis set
O -2.416 4.081 0.532
O 0.564 -4.319 2.827
O -2.073 -0.637 1.542
O 2.396 -1.671 -0.284
O 0.809 -4.099 5.022
N 0.810 1.809 -1.775
C -3.100 3.178 1.004
C 0.954 -3.692 3.836
C -1.210 -0.031 0.904
C 1.741 -2.362 0.493
C 1.858 1.033 -2.138
C 0.057 -0.231 -2.307
C -0.326 0.998 -1.821
N 1.437 -0.201 -2.520
N 1.904 -3.661 0.539
N -2.769 1.887 0.952
N 0.022 -0.548 0.721
C -4.360 3.544 1.741
C 2.947 -4.385 -0.229
C 1.725 -2.404 3.629
C -1.623 1.391 -1.163
C 0.975 -1.339 2.798
C -1.506 1.402 0.377
C 0.581 -1.745 1.333
H 2.905 1.372 -2.133
H -0.603 -1.103 -2.355
H 2.022 -1.032 -2.577
H 1.364 -4.211 1.217
H -3.360 1.197 1.384
H 0.659 -0.029 0.152
H -4.130 3.444 2.801
H -5.114 2.813 1.491
H -4.658 4.543 1.468
H 3.022 -5.409 0.113
H 2.690 -4.314 -1.279
H 3.884 -3.916 -0.074
H 2.109 -2.000 4.555
H 2.668 -2.656 3.119
H -1.909 2.391 -1.520
H -2.430 0.722 -1.381
H 0.047 -1.076 3.293
H 1.630 -0.458 2.696
H -0.634 2.035 0.627
H -0.205 -2.501 1.382
```

The largest force on an atom is 2.6 eV Å⁻¹. As for the total charge: -1. Its LUMO energy is 2.8 eV. For the relative energy (zero: lowest compared OMol25 entry of this formula, charge and spin), the calculation gives 0.0 kJ/mol. For the HOMO energy, the calculation gives -4.735 eV. As for the SMILES: CNC(=O)[C@@H](CCC(=O)[O-])NC(=O)[C@@H](Cc1c[nH]cn1)NC(C)=O. The value obtained for the HOMO-LUMO gap is 7.6 eV. The calculated total energy comes out at -32534.6369 eV.